Entry 1:
# C2H3N2O2

A structure of composition C2H3N2O2 in a non-equilibrium geometry (the ωB97M-V functional and the def2-TZVPD basis, the OMol25 dataset).

## Properties
HOMO level (alpha / beta)	-14.5 / -14.5	eV
E_LUMO (alpha / beta)	-7.289 / -7.291	eV

Geometry as ORCA input:
```
! RIJCOSX wB97M-V def2-TZVPD def2/J DEFGRID3
* xyz 1 1
C 1.265 0.011 -0.233
C 0.528 -0.325 -1.400
N 0.686 0.343 0.937
N -2.184 0.295 0.985
O -0.405 0.295 1.413
O -2.561 0.612 1.982
H 2.184 -0.450 -0.032
H -0.503 -0.085 -1.373
H 0.990 -0.697 -2.279
*
```

These are the natural (NBO) partial charges, in e, on atoms 1 to 5: atom 1 (C): -0.175, atom 2 (C): -0.066, atom 3 (N): 0.230, atom 4 (N): 0.528, atom 5 (O): -0.239

---

Entry 2:
# C2H3N2OP

The molecule C2H3N2OP in a non-equilibrium geometry (the ωB97M-V functional and the def2-TZVPD basis, the OMol25 dataset).

## Properties
HOMO level	-8.9	eV
SMILES	C1=NN=CPO1
E_LUMO	-0.448	eV

Geometry as ORCA input:
```
! RIJCOSX wB97M-V def2-TZVPD def2/J DEFGRID3
* xyz 0 1
C -0.952 -1.201 0.048
N -1.683 -0.033 -0.183
N -1.099 1.138 0.008
C 0.195 1.377 -0.055
P 1.383 -0.041 -0.544
O 0.412 -1.231 0.233
H -1.489 -2.149 -0.069
H 0.867 2.217 0.059
H 2.365 -0.077 0.502
*
```

These are the natural (NBO) partial charges, in e, on atoms 1 to 5: atom 1 (C): 0.379, atom 2 (N): -0.328, atom 3 (N): -0.220, atom 4 (C): -0.216, atom 5 (P): 0.763

---

Entry 3:
# C2H3N2OP

The molecule C2H3N2OP in a non-equilibrium geometry (the ωB97M-V functional and the def2-TZVPD basis, the OMol25 dataset).

## Properties
HOMO level (alpha / beta)	-8.6 / -8.7	eV
E_LUMO (alpha / beta)	-0.498 / -0.841	eV

Geometry as ORCA input:
```
! RIJCOSX wB97M-V def2-TZVPD def2/J DEFGRID3
* xyz 0 1
C -1.334 -0.241 -0.170
C -0.908 1.156 -0.159
N -0.625 -1.256 -0.257
N 1.222 -0.119 0.121
O 2.326 -0.863 -0.053
P 0.744 1.374 -0.039
H -2.450 -0.541 -0.078
H -1.739 1.786 -0.032
H 2.763 -1.297 0.667
*
```

These are the natural (NBO) partial charges, in e, on atoms 1 to 5: atom 1 (C): -0.025, atom 2 (C): -0.847, atom 3 (N): -0.180, atom 4 (N): -0.465, atom 5 (O): -0.521

---

Entry 4:
# C2H3N2OP

The molecule C2H3N2OP in a non-equilibrium geometry (the ωB97M-V functional and the def2-TZVPD basis, the OMol25 dataset).

## Properties
HOMO level (alpha / beta)	-7.9 / -8.0	eV
SMILES	N/N=C\C1=PO1
E_LUMO (alpha / beta)	-0.859 / -0.632	eV

Geometry as ORCA input:
```
! RIJCOSX wB97M-V def2-TZVPD def2/J DEFGRID3
* xyz 0 1
N -1.819 -0.520 -0.152
N -1.093 0.580 -0.264
C 0.147 0.862 -0.101
C 1.378 0.142 -0.251
P 3.020 -0.076 -0.030
O 1.757 -1.208 0.102
H -2.532 -0.316 0.565
H -1.227 -1.408 0.076
H 0.369 1.944 0.056
*
```

These are the natural (NBO) partial charges, in e, on atoms 1 to 5: atom 1 (N): -0.587, atom 2 (N): -0.198, atom 3 (C): -0.084, atom 4 (C): -0.135, atom 5 (P): 0.835

---

Entry 5:
# C2H3N2P

The molecule C2H3N2P in a non-equilibrium geometry (the ωB97M-V functional and the def2-TZVPD basis, the OMol25 dataset).

## Properties
HOMO level	-8.5	eV
E_LUMO	-1.106	eV

Geometry as ORCA input:
```
! RIJCOSX wB97M-V def2-TZVPD def2/J DEFGRID3
* xyz 0 1
C -1.073 -0.326 0.026
C -2.359 -0.414 -0.100
N 0.198 -0.976 0.297
N 0.965 0.161 0.471
P -0.041 1.434 0.072
H 0.570 -1.561 -0.464
H 1.757 0.372 1.038
H -0.018 1.308 -1.341
*
```

These are the natural (NBO) partial charges, in e, on atoms 1 to 5: atom 1 (C): -0.449, atom 2 (C): 0.129, atom 3 (N): -0.426, atom 4 (N): -0.795, atom 5 (P): 0.856

---

Entry 6:
# C2H3N2S

The ion C2H3N2S with charge +1 in a non-equilibrium geometry (the ωB97M-V functional and the def2-TZVPD basis, the OMol25 dataset).

## Properties
HOMO level	-16.7	eV
SMILES	N#CC[NH+]=S
E_LUMO	-8.940	eV

Geometry as ORCA input:
```
! RIJCOSX wB97M-V def2-TZVPD def2/J DEFGRID3
* xyz 1 1
N 0.718 2.117 0.394
C 0.711 1.085 -0.050
C 0.406 -0.273 -0.405
N -0.693 -0.535 0.533
S -2.030 -1.117 -0.045
H 0.128 -0.474 -1.424
H 1.289 -0.895 -0.331
H -0.528 0.091 1.328
*
```

These are the natural (NBO) partial charges, in e, on atoms 1 to 5: atom 1 (N): -0.161, atom 2 (C): 0.190, atom 3 (C): -0.352, atom 4 (N): -0.541, atom 5 (S): 0.806

---

Entry 7:
# C2H3N2S

The ion C2H3N2S with charge +1 in a non-equilibrium geometry (the ωB97M-V functional and the def2-TZVPD basis, the OMol25 dataset).

## Properties
HOMO level (alpha / beta)	-16.0 / -16.0	eV
E_LUMO (alpha / beta)	-6.815 / -6.814	eV

Geometry as ORCA input:
```
! RIJCOSX wB97M-V def2-TZVPD def2/J DEFGRID3
* xyz 1 1
C 0.683 -1.089 0.144
C 0.821 0.201 -0.076
N -1.662 -1.019 -0.208
N -0.259 1.030 -0.073
S -1.749 0.434 0.060
H 1.813 0.592 -0.008
H 0.653 -2.139 -0.016
H -0.300 1.990 0.176
*
```

These are the natural (NBO) partial charges, in e, on atoms 1 to 5: atom 1 (C): 0.213, atom 2 (C): -0.112, atom 3 (N): -0.639, atom 4 (N): -0.767, atom 5 (S): 1.248

---

Entry 8:
# C2H3N2S2

A cluster of 2 separate species, C2H3N2S2 in total in a non-equilibrium geometry (the ωB97M-V functional and the def2-TZVPD basis, the OMol25 dataset).

## Properties
HOMO level	-13.6	eV
E_LUMO	-6.194	eV

Geometry as ORCA input:
```
! RIJCOSX wB97M-V def2-TZVPD def2/J DEFGRID3
* xyz 1 1
C -1.513 -0.569 -0.102
C 1.520 1.032 0.207
N 0.710 1.848 0.104
N -0.613 -1.418 -0.228
S 2.222 -0.344 0.003
S -2.748 0.282 0.162
H 0.551 2.696 0.487
H -0.312 -2.323 0.239
H 0.184 -1.204 -0.873
*
```

These are the natural (NBO) partial charges, in e, on atoms 1 to 5: atom 1 (C): 0.217, atom 2 (C): 0.267, atom 3 (N): -0.618, atom 4 (N): -0.773, atom 5 (S): -0.030